Record 1
DFT (wB97M-V/def2-TZVPD) results for 2 unconnected molecules or ions with the total composition C32H31NO5P at a distorted geometry.

The calculation puts the energy relative to the best compared isomer or geometry (same formula, charge and spin) at 0.12 kcal/mol. For the HOMO-LUMO gap, the calculation gives 4.781 eV. Its HOMO energy is -3.61 eV. As for the spin multiplicity: 1. As for the charge: -1.

Geometry as XYZ:
```
70
C32H31NO5P (wB97M-V/def2-TZVPD)
C -6.392 3.612 3.545
C -5.531 2.821 2.609
O -4.820 1.757 3.303
P -3.284 1.463 2.808
C -3.181 -0.090 1.959
C -3.453 -0.109 0.622
N -3.696 -0.137 -0.528
O -2.730 2.610 2.055
O -2.556 1.086 4.185
C -2.812 1.788 5.435
C -1.892 1.275 6.518
H -7.004 4.275 2.943
H -7.025 2.981 4.160
H -5.775 4.245 4.181
H -6.076 2.333 1.797
H -4.777 3.496 2.193
H -3.036 -1.039 2.494
H -2.650 2.867 5.286
H -3.859 1.612 5.720
H -2.077 1.889 7.400
H -2.126 0.235 6.762
H -0.838 1.381 6.250
C -1.362 -3.898 -6.876
O -2.257 -3.616 -5.776
C -1.767 -3.307 -4.549
C -2.723 -2.843 -3.596
C -2.311 -2.405 -2.358
C -0.920 -2.305 -2.024
C -0.476 -1.596 -0.867
C 0.803 -0.987 -0.728
C 1.370 -0.759 0.572
C 2.548 -0.067 0.750
C 3.199 0.067 2.069
C 3.167 -1.016 2.980
C 3.738 -0.906 4.251
C 4.362 0.288 4.635
C 4.444 1.357 3.735
C 3.876 1.241 2.466
C 3.151 0.614 -0.419
O 3.916 1.585 -0.280
C 2.742 0.136 -1.763
C 3.497 0.539 -2.964
C 3.513 -0.304 -4.105
C 4.144 0.104 -5.283
C 4.778 1.353 -5.344
C 4.806 2.181 -4.217
C 4.177 1.772 -3.044
C 1.575 -0.587 -1.868
C -0.007 -2.918 -2.949
C -0.401 -3.415 -4.185
H -2.011 -3.949 -7.752
H -0.617 -3.103 -7.012
H -0.859 -4.863 -6.735
H -3.773 -2.833 -3.882
H -3.039 -2.032 -1.639
H -1.173 -1.467 -0.043
H 0.833 -1.146 1.443
H 2.712 -1.959 2.653
H 3.698 -1.761 4.928
H 4.817 0.372 5.618
H 4.951 2.284 4.002
H 3.958 2.059 1.754
H 3.032 -1.288 -4.040
H 4.132 -0.561 -6.148
H 5.266 1.672 -6.262
H 5.309 3.147 -4.232
H 4.197 2.410 -2.163
H 1.187 -0.824 -2.859
H 1.055 -2.976 -2.703
H 0.330 -3.838 -4.886
```

Results of the Löwdin charge analysis, in e, for atoms 1 through 4: atom 1 (C): -0.09, atom 2 (C): -0.29, atom 3 (O): -0.25, atom 4 (P): 0.45

***

Record 2
DFT (wB97M-V/def2-TZVPD) results for a molecular structure, C32H32Cl3IN3O3Pt.

The calculation puts the energy relative to the best compared isomer or geometry (same formula, charge and spin) at 1.00 kcal/mol. For the HOMO-LUMO gap (alpha / beta), the calculation gives 6.951 / 5.155 eV. Its HOMO energy (alpha / beta) is -10.09 / -10.38 eV. The expectation value of S² is 6.091. As for the spin multiplicity: 5. As for the charge: +1.

Geometry as XYZ:
```
75
C32H32Cl3IN3O3Pt (wB97M-V/def2-TZVPD)
Pt 0.360 -0.110 -0.287
C 4.772 -1.609 -0.245
C 4.436 -0.385 0.547
N 5.238 -0.002 1.500
C 4.940 1.105 2.228
C 3.816 1.852 2.033
C 3.564 3.055 2.906
O 3.496 4.278 2.176
C 2.901 1.445 1.017
C 1.755 2.272 0.762
N 0.709 1.988 0.050
C -0.269 3.003 -0.179
C -0.113 4.326 0.250
C -1.099 5.274 0.046
C -2.276 4.942 -0.610
C -2.435 3.654 -1.088
C -1.437 2.717 -0.877
I -1.704 0.844 -1.769
C 3.214 0.315 0.234
O 2.485 -0.139 -0.730
H 5.735 -1.995 0.078
H 4.798 -1.384 -1.312
H 4.003 -2.373 -0.102
H 5.653 1.371 2.999
H 4.336 3.105 3.677
H 2.602 2.973 3.418
H 4.350 4.430 1.756
H 1.817 3.255 1.213
H 0.795 4.645 0.740
H -0.939 6.283 0.398
H -3.050 5.679 -0.770
H -3.329 3.381 -1.632
Cl -3.955 -1.173 6.415
C -3.278 -1.128 4.852
C -2.436 -0.056 4.509
C -1.898 -0.016 3.259
Cl -0.879 1.282 2.787
C -2.164 -1.051 2.258
O -1.681 -1.039 1.120
C -3.048 -2.125 2.696
Cl -3.396 -3.361 1.571
C -3.584 -2.157 3.951
H -2.228 0.723 5.228
H -4.236 -2.965 4.250
C 2.351 -1.090 4.056
C 2.168 -2.106 2.962
C 2.791 -3.355 3.015
C 2.634 -4.293 1.991
C 3.320 -5.632 2.062
C 1.861 -3.974 0.894
C 1.229 -2.705 0.770
C 1.391 -1.811 1.865
N 0.552 -2.259 -0.311
C 0.292 -3.115 -1.494
C -0.513 -4.367 -1.115
C -0.578 -2.332 -2.474
C 1.618 -3.410 -2.218
H 2.835 -1.530 4.926
H 1.392 -0.675 4.369
H 2.974 -0.265 3.704
H 3.411 -3.602 3.869
H 3.826 -5.765 3.016
H 4.064 -5.725 1.270
H 2.603 -6.444 1.940
H 1.786 -4.707 0.111
H 0.877 -0.850 1.855
H -1.417 -4.066 -0.584
H 0.017 -5.081 -0.493
H -0.809 -4.879 -2.030
H -1.535 -2.076 -2.014
H -0.783 -2.957 -3.343
H -0.066 -1.435 -2.822
H 2.302 -4.026 -1.642
H 2.124 -2.469 -2.442
H 1.402 -3.922 -3.155
```

Results of the Löwdin charge analysis, in e, for atoms 1 through 4: atom 1 (Pt): 0.97, atom 2 (C): 0.00, atom 3 (C): -0.26, atom 4 (N): 0.14

***

Record 3
DFT (wB97M-V/def2-TZVPD) results for a molecular structure, C32H32KN8S.

The calculation puts the energy relative to the best compared isomer or geometry (same formula, charge and spin) at 0.05 kcal/mol. For the HOMO-LUMO gap, the calculation gives 5.695 eV. Its HOMO energy is -3.35 eV. As for the spin multiplicity: 1. As for the charge: -1.

Geometry as XYZ:
```
74
C32H32KN8S (wB97M-V/def2-TZVPD)
K -0.034 -0.566 -0.239
C -4.960 0.154 0.681
C -5.603 -1.009 1.054
C -4.888 -2.198 1.072
C -3.545 -2.175 0.716
N -2.927 -1.055 0.349
C -3.616 0.085 0.332
C -2.703 -3.429 0.725
C -3.188 -4.631 1.231
C -2.363 -5.742 1.202
C -1.085 -5.623 0.691
C -0.671 -4.379 0.225
N -1.473 -3.318 0.234
C 0.714 -4.164 -0.302
C 1.776 -4.933 0.149
C 3.048 -4.654 -0.327
C 3.208 -3.627 -1.236
C 2.088 -2.901 -1.618
N 0.864 -3.161 -1.167
H -5.469 1.108 0.653
H -6.651 -1.002 1.329
H -5.378 -3.118 1.354
H -3.072 0.972 0.031
H -4.183 -4.707 1.644
H -2.717 -6.694 1.578
H -0.424 -6.476 0.647
H 1.626 -5.694 0.902
H 3.902 -5.210 0.038
H 4.185 -3.342 -1.602
H 2.172 -2.041 -2.272
C 4.333 1.661 -0.695
C 3.105 0.848 -0.986
N 2.751 -0.188 -0.323
N 3.666 -0.661 0.587
C 3.175 -1.255 1.651
N 4.141 -1.984 2.343
S 1.579 -1.300 2.304
C 2.231 1.260 -2.126
C 2.237 2.576 -2.586
C 1.436 2.928 -3.655
C 0.655 1.957 -4.256
C 0.716 0.673 -3.741
N 1.482 0.319 -2.715
H 4.812 1.275 0.200
H 4.077 2.709 -0.535
H 5.046 1.619 -1.524
H 5.082 -1.690 2.131
H 3.932 -2.098 3.321
H 2.840 3.322 -2.090
H 1.411 3.954 -4.003
H 0.001 2.186 -5.087
H 0.112 -0.117 -4.175
C 0.398 4.782 2.154
N 0.585 3.354 2.284
C 1.675 2.890 1.447
C -0.659 2.599 2.082
C -1.408 2.867 0.787
C -2.489 3.750 0.860
C -3.243 4.058 -0.267
C -2.881 3.477 -1.475
C -1.802 2.594 -1.519
C -1.012 2.210 -0.410
H 1.312 5.296 2.465
H -0.417 5.112 2.803
H 0.156 5.102 1.128
H 2.591 3.414 1.741
H 1.492 3.055 0.375
H 1.824 1.820 1.602
H -1.305 2.830 2.938
H -0.388 1.541 2.146
H -2.759 4.197 1.815
H -4.087 4.736 -0.203
H -3.449 3.702 -2.375
H -1.587 2.152 -2.493
```

Results of the Löwdin charge analysis, in e, for atoms 1 through 4: atom 1 (K): 0.49, atom 2 (C): -0.05, atom 3 (C): -0.08, atom 4 (C): -0.03